1.
Entry from the OMol25 dataset: a 6-piece molecular cluster, C9H30O6 overall (ωB97M-V/def2-TZVPD).

```
45
Properties=species:S:1:pos:R:3:lowdin_charge:R:1
C 0.879 16.064 13.800 -0.04
C 2.335 16.405 13.572 -0.44
C 2.614 17.905 13.584 -0.07
O 3.155 15.768 14.582 -0.10
H 0.600 16.331 14.830 0.07
H 0.670 14.999 13.700 0.09
H 0.227 16.624 13.130 0.09
H 2.669 15.996 12.616 0.14
H 3.654 18.024 13.269 0.08
H 2.479 18.328 14.578 0.08
H 1.977 18.383 12.835 0.09
H 2.601 15.686 15.373 0.04
C 7.312 19.910 15.906 -0.06
C 6.343 19.281 16.883 -0.50
C 4.985 18.981 16.253 -0.06
O 6.971 18.130 17.402 -0.04
H 7.296 19.333 14.977 0.08
H 8.320 19.812 16.310 0.08
H 7.094 20.953 15.687 0.08
H 6.129 19.987 17.697 0.13
H 4.481 18.214 16.866 0.08
H 5.023 18.618 15.227 0.07
H 4.292 19.823 16.328 0.08
H 6.381 17.373 17.355 0.06
C 0.029 14.707 17.285 -0.06
C 1.197 15.012 18.169 -0.45
C 1.640 13.826 19.027 -0.04
O 2.293 15.432 17.296 -0.09
H 0.281 13.963 16.522 0.09
H -0.359 15.582 16.763 0.07
H -0.785 14.294 17.885 0.09
H 0.945 15.877 18.791 0.14
H 2.251 14.184 19.858 0.08
H 2.210 13.119 18.426 0.08
H 0.793 13.297 19.463 0.08
H 2.954 15.875 17.837 0.10
O 5.770 15.312 15.701 -0.06
H 5.963 14.806 14.907 0.04
H 4.922 15.736 15.510 -0.01
O 2.724 12.977 15.458 -0.06
H 3.250 13.617 14.959 0.01
H 2.688 13.371 16.339 0.00
O 3.205 21.174 13.839 -0.05
H 3.034 20.237 13.694 -0.02
H 4.148 21.225 14.021 0.03
```

Multiplicity: 1
Energy: -22104.6592 eV
M: 234.33 g/mol
HOMO-LUMO gap: 10.398 eV
Structure (SMILES): CC(C)O.CC(C)O.CC(C)O.O.O.O
Relative energy (zero: lowest compared OMol25 entry of this formula, charge and spin): 6.5 kcal per mole

---

2.
Entry from the OMol25 dataset: C9H31B4NO8 as an isolated structure (ωB97M-V/def2-TZVPD).

```
53
Properties=species:S:1:pos:R:3:lowdin_charge:R:1
C 5.251 0.685 -0.056 -0.01
B 3.718 0.293 -0.342 -0.29
O 3.353 -0.971 -0.857 0.11
B 2.507 1.385 0.012 -0.36
O 2.275 2.597 -0.713 0.21
B 0.948 2.490 -1.207 -0.28
O -0.130 2.086 -0.380 0.22
B 0.345 0.942 0.311 -0.66
N -0.276 -0.378 0.276 0.23
O 1.558 1.136 1.047 0.24
H 5.580 1.420 -0.803 0.07
H 5.877 -0.213 -0.090 0.06
H 5.287 1.149 0.938 0.07
H 3.835 -1.120 -1.671 0.06
H 0.769 2.714 -2.360 0.12
H 0.451 -1.008 0.597 0.09
H -0.359 -0.611 -0.714 0.07
C -3.135 -3.307 -2.523 -0.09
C -2.046 -2.484 -1.862 -0.33
O -0.953 -2.264 -2.756 -0.09
H -2.739 -4.269 -2.848 0.08
H -3.965 -3.481 -1.837 0.08
H -3.518 -2.798 -3.411 0.07
H -1.652 -3.001 -0.988 0.11
H -2.437 -1.513 -1.539 0.09
H -1.294 -1.798 -3.522 0.08
C -3.802 2.063 1.365 -0.07
C -4.355 0.670 1.604 -0.32
O -4.434 -0.057 0.376 -0.09
H -4.433 2.611 0.663 0.08
H -3.743 2.627 2.299 0.07
H -2.803 2.010 0.923 0.06
H -5.353 0.723 2.020 0.09
H -3.722 0.115 2.302 0.11
H -3.545 -0.111 0.018 0.05
C -4.112 -0.265 6.195 -0.09
C -4.730 0.802 5.311 -0.31
O -5.492 0.218 4.257 -0.10
H -3.470 -0.921 5.606 0.08
H -3.518 0.182 6.994 0.07
H -4.887 -0.890 6.645 0.07
H -3.953 1.411 4.849 0.11
H -5.379 1.461 5.898 0.11
H -6.185 -0.311 4.658 0.09
C 6.902 0.780 -4.125 -0.09
C 6.613 -0.544 -3.443 -0.30
O 5.218 -0.851 -3.489 -0.08
H 6.340 1.584 -3.648 0.07
H 7.965 1.020 -4.080 0.08
H 6.596 0.750 -5.173 0.07
H 6.901 -0.503 -2.393 0.10
H 7.171 -1.355 -3.921 0.11
H 4.958 -0.899 -4.411 0.09
```

Multiplicity: 1
Energy: -30418.0959 eV
M: 324.59 g/mol
HOMO-LUMO gap: 9.975 eV

---

3.
Entry from the OMol25 dataset: C9H31N3O17S4 as an isolated structure (ωB97M-V/def2-TZVPD).

```
64
Properties=species:S:1:pos:R:3:lowdin_charge:R:1
N 0.290 -3.541 -0.524 0.30
H 1.012 -3.550 0.199 0.15
H 0.689 -3.817 -1.419 0.13
H -0.097 -2.542 -0.599 0.10
H -0.417 -4.223 -0.245 0.15
N -0.731 -1.528 -3.638 0.30
H -1.597 -1.870 -4.065 0.15
H -0.937 -1.095 -2.687 0.08
H -0.400 -0.855 -4.342 0.15
H -0.082 -2.310 -3.638 0.13
N -3.503 -1.874 -1.376 0.29
H -3.345 -2.773 -0.923 0.14
H -3.885 -2.069 -2.302 0.14
H -2.557 -1.359 -1.397 0.07
H -4.218 -1.336 -0.882 0.16
C -0.523 0.385 -0.751 -0.21
O -1.018 -0.945 -0.863 -0.46
H -1.308 1.041 -0.362 0.07
H 0.298 0.492 -0.029 0.05
H -0.094 0.765 -1.686 0.07
C -1.660 3.497 2.456 -0.15
C -2.793 3.658 1.458 -0.17
O -3.884 4.092 2.263 -0.18
S -3.790 3.473 3.750 0.60
O -4.707 2.419 3.948 -0.20
O -3.722 4.561 4.641 -0.18
O -2.340 2.817 3.524 -0.22
H -1.246 4.426 2.845 0.14
H -0.886 2.837 2.068 0.12
H -3.045 2.714 0.967 0.12
H -2.613 4.430 0.712 0.14
C 2.606 -1.099 -2.931 -0.20
C 4.060 -0.643 -3.031 -0.14
O 4.194 -0.270 -4.405 -0.16
S 2.862 0.398 -4.959 0.61
O 2.563 -0.226 -6.192 -0.20
O 2.828 1.791 -4.798 -0.16
O 1.896 -0.230 -3.799 -0.25
H 2.245 -1.048 -1.902 0.11
H 2.490 -2.134 -3.284 0.12
H 4.749 -1.469 -2.874 0.14
H 4.300 0.213 -2.403 0.12
C 2.766 0.943 1.653 -0.18
C 4.242 0.753 1.305 -0.14
O 4.555 1.816 0.399 -0.18
S 3.260 2.594 -0.108 0.60
O 2.737 1.961 -1.271 -0.23
O 3.523 3.971 -0.152 -0.16
O 2.414 2.251 1.215 -0.18
H 2.526 0.869 2.711 0.14
H 2.123 0.209 1.151 0.09
H 4.474 -0.223 0.880 0.13
H 4.911 0.921 2.147 0.14
C -0.677 -1.564 2.760 -0.20
C -1.682 -0.431 3.033 -0.13
O -2.930 -1.073 3.401 -0.17
S -2.765 -2.654 3.368 0.60
O -3.889 -3.186 2.711 -0.21
O -2.271 -3.158 4.588 -0.17
O -1.535 -2.595 2.309 -0.23
H -0.061 -1.706 3.648 0.14
H -0.065 -1.206 1.931 0.10
H -1.969 -0.030 2.058 0.12
H -1.367 0.333 3.734 0.14
```

Multiplicity: 1
Energy: -92433.5785 eV
M: 581.62 g/mol
HOMO-LUMO gap: 7.517 eV
Total charge: +2
Relative energy (zero: lowest compared OMol25 entry of this formula, charge and spin): 0.0 kcal per mole

---

4.
Entry from the OMol25 dataset: a 5-piece molecular cluster, C9H31N6O5 overall (ωB97M-V/def2-TZVPD).

```
51
Properties=species:S:1:pos:R:3:lowdin_charge:R:1
N 1.416 -2.205 2.467 0.13
C 0.919 -0.792 2.828 -0.21
N 0.801 -0.509 4.167 0.18
N 0.626 0.145 1.677 -0.03
C 2.024 0.579 1.187 -0.11
C 2.958 1.182 2.420 -0.13
O 4.110 0.650 2.835 -0.03
C -0.157 1.369 2.096 -0.13
C -1.738 1.102 2.436 -0.55
N -2.534 2.397 2.168 0.05
N -1.999 0.798 3.927 0.05
N -2.402 0.034 1.586 0.08
H 2.474 -2.115 2.396 0.12
H 1.109 -2.446 1.478 0.12
H 1.400 0.282 4.552 0.16
H 0.172 -1.098 4.780 0.16
H 2.633 -0.338 0.750 0.15
H 1.984 1.413 0.367 0.15
H 2.513 2.123 2.985 0.14
H -0.102 2.126 1.175 0.14
H 0.331 1.966 3.005 0.13
H -2.120 2.928 1.370 0.07
H -2.395 2.971 3.034 0.08
H -1.173 1.227 4.425 0.06
H -1.918 -0.237 4.101 0.06
H -1.883 -0.148 0.699 0.05
H -2.610 -0.837 2.122 0.05
C -0.978 1.726 -2.150 -0.14
O -0.753 0.738 -1.161 -0.17
H -0.454 2.640 -1.864 0.08
H -0.596 1.374 -3.111 0.06
H -2.049 1.930 -2.224 0.09
H -1.230 -0.062 -1.441 0.08
C 2.248 1.806 -4.701 -0.15
O 1.019 2.401 -4.327 -0.15
H 2.313 0.812 -4.253 0.06
H 2.294 1.716 -5.790 0.08
H 3.076 2.421 -4.341 0.08
H 0.990 3.281 -4.739 0.09
C 1.231 -1.969 -4.752 -0.17
O 2.064 -1.329 -5.702 -0.13
H 1.294 -1.431 -3.804 0.07
H 0.197 -1.959 -5.107 0.08
H 1.567 -2.999 -4.607 0.08
H 1.987 -1.829 -6.532 0.09
C -3.124 -3.715 0.233 -0.15
O -2.913 -2.909 1.377 -0.16
H -2.926 -3.120 -0.662 0.08
H -2.443 -4.569 0.257 0.08
H -4.160 -4.061 0.216 0.09
H -3.095 -3.463 2.155 0.09
```

Multiplicity: 1
Energy: -29000.4888 eV
M: 303.38 g/mol
HOMO-LUMO gap: 6.661 eV
Total charge: +1

---

5.
Entry from the OMol25 dataset: C9H32MnN14O9 as an isolated structure (ωB97M-V/def2-TZVPD).

```
65
Properties=species:S:1:pos:R:3:lowdin_charge:R:1
Mn -18.294 -9.483 0.631 1.11
O -17.788 -7.471 0.149 -0.37
C -19.007 -6.966 -0.301 -0.40
C -20.024 -7.997 -0.805 -0.40
O -20.209 -9.089 0.041 -0.38
H -19.015 -6.140 -1.024 0.08
H -19.512 -6.521 0.588 0.11
H -19.715 -8.237 -1.841 0.11
H -20.983 -7.478 -0.970 0.10
C -17.605 -6.327 -4.449 -0.68
O -17.986 -6.270 -5.608 0.02
N -16.652 -7.199 -4.008 0.16
N -18.097 -5.476 -3.492 0.16
H -16.092 -7.019 -3.196 0.10
H -16.395 -7.960 -4.608 0.10
H -18.688 -4.739 -3.826 0.10
H -18.093 -5.700 -2.516 0.05
C -16.498 -5.594 2.960 -0.68
O -16.450 -5.009 4.031 0.01
N -16.897 -5.016 1.793 0.16
N -16.276 -6.946 2.885 0.15
H -17.036 -5.577 0.965 0.07
H -17.362 -4.139 1.940 0.10
H -16.060 -7.391 3.755 0.08
H -16.585 -7.488 2.097 0.05
C -24.207 -9.754 2.837 -0.68
O -25.405 -9.899 3.038 0.02
N -23.252 -10.118 3.762 0.13
N -23.726 -9.339 1.627 0.16
H -23.584 -10.549 4.603 0.10
H -22.292 -10.232 3.500 0.06
H -24.350 -9.266 0.843 0.10
H -22.725 -9.282 1.533 0.07
C -19.157 -8.853 3.646 -0.58
O -18.506 -9.018 2.590 -0.10
N -18.500 -8.932 4.822 0.20
N -20.485 -8.589 3.701 0.20
H -17.501 -8.990 4.756 0.11
H -18.974 -8.689 5.672 0.12
H -20.943 -8.147 2.917 0.12
H -20.821 -8.426 4.636 0.11
C -22.788 -11.147 -2.245 -0.67
O -23.422 -12.064 -2.736 0.02
N -23.082 -9.816 -2.374 0.15
N -21.659 -11.349 -1.464 0.14
H -22.384 -9.115 -2.195 0.04
H -23.792 -9.524 -3.023 0.10
H -21.407 -12.310 -1.348 0.09
H -21.115 -10.541 -1.203 0.04
C -22.252 -6.693 -4.589 -0.66
O -22.156 -7.809 -4.095 0.01
N -23.379 -5.929 -4.453 0.16
N -21.233 -6.142 -5.306 0.16
H -24.156 -6.253 -3.879 0.05
H -23.458 -5.169 -5.103 0.09
H -21.238 -5.193 -5.625 0.09
H -20.375 -6.668 -5.349 0.08
C -25.122 -6.178 -1.566 -0.65
O -25.357 -6.766 -2.608 0.01
N -25.789 -5.032 -1.214 0.16
N -24.129 -6.545 -0.693 0.17
H -26.513 -4.647 -1.789 0.10
H -25.539 -4.500 -0.402 0.09
H -23.747 -5.853 -0.074 0.09
H -23.470 -7.196 -1.089 0.08
```

⟨S²⟩: 8.755
Multiplicity: 6
Energy: -80467.7984 eV
M: 535.38 g/mol
HOMO-LUMO gap (alpha / beta): 7.279 / 7.158 eV
Relative energy (zero: lowest compared OMol25 entry of this formula, charge and spin): 0.0 kcal per mole

---

6.
Entry from the OMol25 dataset: a 7-piece molecular cluster, C9H32N6O7 overall (ωB97M-V/def2-TZVPD).

```
54
Properties=species:S:1:pos:R:3:lowdin_charge:R:1
N -1.716 -1.285 -2.734 0.17
C -1.221 -2.204 -2.001 -0.66
N -1.594 -2.187 -0.765 0.18
O -0.307 -3.133 -2.516 -0.15
H -1.568 -1.338 -3.762 0.16
H -2.421 -0.626 -2.446 0.13
H -1.120 -2.926 -0.172 0.06
H -2.164 -1.523 -0.228 0.08
N 0.614 2.520 0.973 0.17
C 1.630 2.498 1.845 -0.58
N 1.671 1.484 2.675 0.18
O 2.625 3.471 1.837 -0.14
H 0.793 3.348 0.464 0.03
H 0.432 1.713 0.345 0.07
H 2.361 1.553 3.394 0.12
H 0.903 0.811 2.754 0.06
N -1.693 -5.173 -0.389 0.18
C -1.266 -4.833 0.787 -0.63
N -0.212 -4.071 0.716 0.14
O -1.943 -5.165 1.959 -0.13
H -2.531 -5.789 -0.357 0.15
H -1.182 -5.048 -1.235 0.09
H 0.144 -3.804 1.630 0.13
H 0.371 -4.132 -0.079 0.11
C 1.203 3.625 -2.273 -0.09
C 1.912 4.515 -1.256 -0.34
O 1.091 5.078 -0.267 -0.08
H 1.864 3.098 -2.982 0.09
H 0.619 4.318 -2.915 0.08
H 0.510 2.984 -1.787 0.03
H 2.386 5.278 -1.853 0.10
H 2.680 3.839 -0.807 0.11
H 1.692 5.521 0.350 0.10
C 2.395 0.377 -0.829 -0.05
C 1.127 -0.418 -1.218 -0.27
O 0.025 0.448 -1.013 -0.11
H 2.386 1.428 -1.098 0.06
H 3.353 -0.021 -1.134 0.08
H 2.501 0.454 0.235 0.05
H 0.969 -1.322 -0.658 0.08
H 1.293 -0.783 -2.246 0.12
H -0.740 -0.054 -1.189 0.00
C -0.124 -1.019 2.115 -0.15
O -0.269 -0.390 3.403 -0.11
H -0.941 -1.732 1.847 0.07
H 0.756 -1.640 2.156 0.08
H -0.065 -0.341 1.235 0.06
H -0.265 -1.088 4.044 0.09
C -2.638 0.910 0.799 -0.12
O -2.919 -0.452 0.966 -0.14
H -1.781 1.279 1.306 0.06
H -3.468 1.443 1.121 0.08
H -2.372 1.068 -0.229 0.07
H -3.762 -0.553 1.461 0.13
```

Multiplicity: 1
Energy: -33123.3101 eV
M: 336.39 g/mol
HOMO-LUMO gap: 8.930 eV
Structure (SMILES): NC(N)=O.NC(N)=O.NC(N)=O.CCO.CCO.CO.CO
Relative energy (zero: lowest compared OMol25 entry of this formula, charge and spin): 104.9 kcal per mole

---

7.
Entry from the OMol25 dataset: a 5-piece molecular cluster, C9H32N8O6P2SSi overall (ωB97M-V/def2-TZVPD).

```
59
Properties=species:S:1:pos:R:3:lowdin_charge:R:1
C 5.732 1.771 -0.780 -0.21
C 4.293 2.273 -1.451 -0.46
P 3.238 0.654 -1.681 0.65
Si 1.137 0.974 -1.132 0.30
C 0.786 0.069 0.576 -0.26
C 0.654 2.874 -1.007 -0.25
C -0.140 0.177 -2.381 -0.26
P 3.465 0.220 -3.839 0.15
O 3.355 -1.523 -3.992 -0.32
O 5.108 0.640 -4.360 -0.35
S 2.228 1.211 -4.969 0.24
H 6.662 2.328 -1.253 0.08
H 5.738 1.990 0.373 0.08
H 5.847 0.617 -1.012 0.05
H 4.488 2.777 -2.514 0.07
H 3.767 3.069 -0.773 0.07
H -0.298 0.295 0.978 0.05
H 0.780 -1.091 0.293 0.04
H 1.630 0.247 1.366 0.05
H 0.518 3.255 -2.129 0.05
H 1.468 3.511 -0.457 0.03
H -0.408 2.936 -0.496 0.06
H -0.980 0.984 -2.625 0.06
H -0.726 -0.714 -1.845 0.05
H 0.365 -0.275 -3.334 -0.01
H 3.741 -1.872 -3.114 0.07
H 5.252 1.643 -4.257 0.07
N -2.394 1.263 4.343 0.15
C -1.405 0.647 3.672 -0.71
N -1.472 -0.697 3.686 0.16
O -0.518 1.257 3.097 -0.01
H -3.133 0.777 4.823 0.05
H -2.381 2.274 4.357 0.11
H -0.746 -1.200 3.193 0.07
H -2.194 -1.217 4.154 0.10
N -0.141 -4.619 1.217 0.15
C 0.704 -3.926 2.001 -0.72
N 2.007 -4.123 1.729 0.15
O 0.320 -3.178 2.886 0.01
H 0.156 -5.240 0.483 0.10
H -1.131 -4.500 1.388 0.11
H 2.677 -3.619 2.295 0.11
H 2.342 -4.734 1.004 0.10
N -6.451 2.269 6.855 0.16
C -5.591 1.344 6.390 -0.69
N -5.975 0.071 6.594 0.16
O -4.548 1.637 5.827 0.02
H -7.315 2.047 7.320 0.10
H -6.200 3.240 6.722 0.12
H -5.357 -0.655 6.259 0.11
H -6.831 -0.189 7.055 0.10
N -2.523 -1.373 -6.850 0.14
C -1.677 -0.680 -6.067 -0.72
N -0.375 -0.877 -6.339 0.16
O -2.061 0.068 -5.181 0.02
H -2.226 -1.994 -7.584 0.09
H -3.513 -1.254 -6.679 0.11
H 0.295 -0.373 -5.772 0.01
H -0.039 -1.488 -7.064 0.10
```

Multiplicity: 1
Energy: -71352.1796 eV
M: 470.51 g/mol
HOMO-LUMO gap: 8.398 eV
Structure (SMILES): CCP([Si](C)(C)C)P(O)(O)=S.NC(N)=O.NC(N)=O.NC(N)=O.NC(N)=O

---

8.
Entry from the OMol25 dataset: a 9-piece molecular cluster, C9H33N16O11 overall (ωB97M-V/def2-TZVPD).

```
69
Properties=species:S:1:pos:R:3:lowdin_charge:R:1
O -1.484 11.643 -4.368 0.02
C -2.494 12.472 -4.787 -0.80
O -3.336 11.953 -5.619 -0.11
O -2.530 13.633 -4.408 -0.02
H -1.562 10.757 -4.812 0.06
C -5.072 15.270 -6.910 -0.64
O -6.237 15.241 -7.250 0.00
N -4.021 15.093 -7.862 0.14
N -4.675 15.590 -5.612 0.17
H -3.134 14.778 -7.517 0.08
H -4.281 14.958 -8.810 0.07
H -5.345 15.635 -4.874 0.09
H -3.715 15.519 -5.360 0.05
C 1.382 7.559 -2.195 -0.60
O 1.732 7.265 -1.059 0.01
N 0.185 8.260 -2.459 0.15
N 2.106 7.112 -3.333 0.14
H -0.157 8.524 -3.399 0.05
H -0.369 8.518 -1.671 0.09
H 1.592 7.157 -4.188 0.05
H 2.959 6.619 -3.344 0.08
C -4.326 7.845 -3.824 -0.59
O -5.198 7.134 -3.313 0.00
N -4.623 8.674 -4.941 0.16
N -2.982 7.938 -3.362 0.14
H -5.587 8.571 -5.195 0.09
H -3.953 9.265 -5.380 0.05
H -2.316 8.409 -3.941 0.02
H -2.685 7.304 -2.643 0.09
C -0.435 8.218 -5.889 -0.61
O -0.820 9.055 -5.053 -0.06
N -0.985 6.949 -5.916 0.20
N 0.530 8.526 -6.800 0.19
H -1.680 6.704 -5.236 0.10
H -0.655 6.312 -6.612 0.10
H 0.822 7.815 -7.435 0.10
H 0.936 9.434 -6.816 0.11
C 1.136 12.862 -1.795 -0.54
O 1.938 13.710 -2.261 -0.02
N 0.795 11.663 -2.488 0.14
N 0.407 13.084 -0.578 0.13
H -0.165 11.407 -2.501 0.05
H 1.406 11.331 -3.192 0.08
H 0.595 13.830 0.046 0.08
H -0.347 12.475 -0.344 0.07
C -3.676 8.437 -8.494 -0.54
O -3.778 7.289 -8.963 -0.01
N -2.418 9.164 -8.622 0.12
N -4.840 9.162 -8.055 0.13
H -1.807 8.846 -9.335 0.07
H -2.258 9.932 -7.977 0.08
H -5.705 8.939 -8.502 0.09
H -4.809 10.018 -7.544 0.07
C -6.721 12.547 -4.033 -0.54
O -7.753 12.239 -3.370 -0.05
N -6.816 13.037 -5.391 0.14
N -5.397 12.369 -3.541 0.16
H -6.038 13.019 -6.015 0.05
H -7.728 13.227 -5.748 0.08
H -5.326 12.054 -2.600 0.09
H -4.645 12.534 -4.186 0.02
C -3.383 15.693 -1.385 -0.58
O -3.752 16.563 -0.558 -0.03
N -3.278 15.917 -2.794 0.14
N -3.019 14.399 -1.010 0.14
H -2.977 15.185 -3.422 0.02
H -3.309 16.837 -3.175 0.08
H -3.274 14.001 -0.131 0.08
H -2.533 13.752 -1.603 0.07
```

Multiplicity: 1
Energy: -56242.8981 eV
M: 541.46 g/mol
HOMO-LUMO gap: 8.133 eV
Total charge: -1
Relative energy (zero: lowest compared OMol25 entry of this formula, charge and spin): 67.7 kcal per mole